{"formula": "C20H46OP4ReS", "method": "ωB97M-V/def2-TZVPD", "e_tot_ev": -73611.151, "max_force_ev_per_a": 6.421, "lumo_energy_ev": [-13.5, -14.6], "spin_multiplicity": 4, "e_homo_ev": [-20.49, -20.95], "e_above_lowest_ev": 0.814, "s_squared": 3.766, "total_charge": 4, "elements": ["Re", "P", "P", "P", "H", "C", "C", "H", "C", "C", "C", "C", "C", "C", "C", "C", "C", "H", "H", "H", "H", "H", "H", "H", "H", "H", "H", "H", "H", "H", "H", "H", "H", "H", "H", "H", "H", "H", "H", "H", "H", "H", "H", "H", "H", "H", "C", "C", "C", "C", "C", "C", "S", "H", "H", "H", "H", "H", "H", "C", "P", "C", "C", "O", "H", "H", "H", "H", "H", "H", "H", "H", "H"], "positions_angstrom": [[0.042, -0.023, -0.681], [0.107, -1.885, -1.964], [2.331, -0.022, -0.354], [0.376, 1.426, -2.364], [-4.400, 2.123, -0.197], [-3.465, 1.932, -0.756], [-3.433, 0.707, -1.510], [-4.409, 0.220, -1.555], [-0.207, -3.401, -0.987], [1.605, -2.379, -2.918], [-1.241, -1.930, -3.200], [2.819, 1.208, 0.922], [3.009, -1.547, 0.427], [3.656, 0.253, -1.620], [-1.080, 2.304, -3.065], [1.156, 0.934, -3.969], [1.380, 2.932, -1.944], [-2.981, 2.847, -1.108], [-2.726, 0.536, -2.338], [-1.253, -3.386, -0.648], [0.463, -3.461, -0.118], [-0.038, -4.264, -1.646], [2.441, -2.624, -2.244], [1.918, -1.592, -3.618], [1.323, -3.279, -3.484], [-2.198, -2.016, -2.666], [-1.084, -2.814, -3.834], [-1.254, -1.024, -3.823], [3.879, 1.049, 1.161], [2.226, 1.072, 1.837], [2.685, 2.234, 0.559], [4.063, -1.654, 0.137], [2.463, -2.446, 0.115], [2.964, -1.464, 1.519], [4.619, 0.093, -1.111], [3.655, 1.270, -2.029], [3.589, -0.471, -2.444], [-0.734, 3.095, -3.742], [-1.669, 2.754, -2.263], [-1.711, 1.604, -3.623], [1.010, 1.774, -4.661], [0.663, 0.053, -4.397], [2.232, 0.746, -3.875], [0.970, 3.754, -2.547], [2.445, 2.824, -2.186], [1.267, 3.193, -0.884], [-2.577, 1.339, 1.646], [-2.027, 2.616, 1.769], [-1.857, 3.147, 3.055], [-2.238, 2.381, 4.170], [-2.725, 1.069, 4.028], [-3.004, 0.594, 2.750], [-2.485, 0.429, 0.107], [-0.831, 1.447, -0.124], [-1.641, 3.128, 0.876], [-1.358, 4.122, 3.159], [-2.162, 2.817, 5.163], [-2.932, 0.436, 4.896], [-3.463, -0.381, 2.566], [0.735, -0.232, 3.648], [0.062, -1.583, 2.688], [1.168, -3.020, 2.903], [-1.460, -2.044, 3.538], [-0.148, -1.175, 1.218], [0.344, -0.380, 4.666], [0.369, 0.723, 3.254], [1.834, -0.267, 3.647], [0.972, -3.391, 3.925], [0.969, -3.842, 2.188], [2.236, -2.746, 2.848], [-1.818, -1.260, 4.230], [-2.199, -2.241, 2.747], [-1.239, -2.942, 4.130]], "forces_ev_per_a": [[-2.284, 1.217, 5.877], [-0.107, -3.710, -2.543], [4.051, -0.143, 1.013], [1.098, 3.425, -3.637], [0.748, -0.297, 0.086], [-0.950, 0.406, -1.634], [-2.195, 0.862, -0.263], [0.419, -0.497, 0.003], [-0.114, 0.105, 0.259], [0.120, 0.438, 0.053], [0.034, 0.214, 0.133], [-0.501, 0.308, 0.034], [-0.451, -0.379, -0.044], [-0.408, 0.099, -0.466], [-0.473, -0.445, 0.298], [-0.068, -0.286, 0.247], [-0.055, -0.040, 0.446], [0.428, -0.470, 0.646], [-0.263, 0.085, 0.752], [0.334, -0.130, -0.009], [-0.268, 0.002, -0.352], [-0.110, 0.185, 0.158], [-0.318, 0.032, -0.222], [-0.090, -0.372, 0.195], [0.094, 0.232, 0.157], [0.179, -0.097, -0.238], [-0.225, 0.230, 0.071], [0.016, -0.339, 0.046], [-0.216, -0.041, -0.153], [0.168, 0.069, -0.312], [0.082, -0.220, 0.120], [-0.295, 0.069, 0.035], [0.225, 0.171, 0.144], [-0.041, 0.084, -0.399], [-0.390, 0.076, 0.002], [-0.007, -0.363, 0.147], [0.031, 0.203, 0.261], [-0.019, -0.300, 0.142], [0.339, 0.071, -0.353], [0.098, 0.243, -0.150], [0.078, -0.156, 0.194], [0.133, 0.243, 0.024], [-0.309, 0.028, -0.006], [0.206, -0.226, 0.151], [-0.408, -0.024, 0.075], [0.041, 0.019, -0.300], [-0.486, 0.184, 1.461], [0.642, 0.115, -0.159], [0.034, -0.294, -0.470], [0.007, -0.151, -0.070], [-0.402, 0.695, -0.272], [0.329, -0.532, -0.390], [0.012, -1.199, 0.047], [1.988, 0.085, -0.816], [-0.267, 0.022, 0.613], [-0.530, -0.448, 0.084], [0.199, -0.124, -0.086], [-0.172, 0.460, -0.220], [0.099, 0.331, 0.319], [0.203, -0.079, 0.039], [0.572, -0.628, 1.285], [0.065, 0.063, -0.076], [-0.176, 0.028, -0.320], [-0.037, 0.895, -1.600], [0.407, 0.225, -0.159], [0.036, -0.122, 0.162], [-0.340, 0.160, 0.166], [0.158, 0.071, -0.411], [-0.045, 0.449, 0.404], [-0.589, -0.140, 0.052], [0.285, -0.497, -0.562], [-0.019, -0.266, 0.557], [-0.331, 0.115, -0.263]], "lowdin_charge": [0.774, 0.632, 0.701, 0.623, 0.155, -0.107, -0.208, 0.136, -0.203, -0.191, -0.210, -0.188, -0.202, -0.192, -0.211, -0.198, -0.195, 0.111, 0.066, 0.070, 0.027, 0.089, 0.060, 0.039, 0.088, 0.061, 0.088, 0.042, 0.094, 0.029, 0.052, 0.085, 0.037, 0.036, 0.087, 0.046, 0.050, 0.091, 0.023, 0.059, 0.086, 0.044, 0.049, 0.076, 0.056, 0.046, -0.474, -0.085, 0.000, 0.014, -0.031, -0.084, 1.013, -0.030, 0.112, 0.145, 0.142, 0.139, 0.120, -0.145, 0.662, -0.137, -0.136, -0.566, 0.088, 0.055, 0.071, 0.087, 0.079, 0.056, 0.047, 0.068, 0.085]}